Entry 1:
Computed, not measured: 13 unconnected molecules or ions with the total composition C43H49F12N4O38 in a non-equilibrium geometry, with ωB97M-V with the def2-TZVPD basis set.

Summary:
Total charge: +1

```
146
Properties=species:S:1:pos:R:3:lowdin_charge:R:1
C 5.184 -6.149 3.391 -0.037
O 4.249 -6.212 2.309 -0.130
C 4.113 -5.000 1.651 -0.210
N 2.890 -5.119 0.856 0.197
C 1.713 -4.711 1.248 -0.306
N 0.607 -4.875 0.473 0.141
C -0.414 -5.726 1.173 -0.112
C -0.546 -5.372 2.654 -0.122
C 0.271 -4.177 3.116 -0.096
N 1.615 -4.101 2.485 -0.036
N 2.084 -2.746 2.462 0.165
C 2.001 -2.070 1.431 -0.266
O 2.051 -1.445 0.461 0.220
H 4.901 -6.913 4.100 0.078
H 5.110 -5.197 3.920 0.094
H 6.206 -6.281 3.046 0.103
H 4.068 -4.149 2.326 0.113
H 4.945 -4.845 0.957 0.145
H 2.995 -5.586 -0.034 0.179
H 0.886 -5.343 -0.383 0.149
H -1.369 -5.625 0.678 0.103
H -0.085 -6.758 1.080 0.130
H -1.584 -5.144 2.874 0.108
H -0.275 -6.249 3.235 0.124
H 0.429 -4.275 4.185 0.124
H -0.243 -3.241 2.918 0.124
C -2.772 -2.346 0.061 -0.032
C -4.034 -1.798 0.701 -0.299
O -4.827 -2.967 0.853 0.159
C -3.997 -4.025 0.962 -0.541
O -4.291 -5.107 1.351 0.179
O -2.735 -3.682 0.587 0.030
F -4.673 -0.927 -0.102 0.091
H -2.866 -2.386 -1.025 0.150
H -1.874 -1.795 0.329 0.136
H -3.887 -1.340 1.680 0.178
C -5.288 1.993 -1.292 -0.058
C -5.148 2.627 0.076 -0.300
O -4.488 3.846 -0.226 0.127
C -4.828 4.187 -1.507 -0.540
O -4.641 5.248 -2.001 0.175
O -5.386 3.142 -2.133 0.076
F -4.367 1.897 0.915 0.061
H -4.399 1.424 -1.563 0.127
H -6.164 1.361 -1.401 0.146
H -6.091 2.846 0.579 0.175
C -2.315 6.921 -0.926 -0.040
C -1.221 6.687 0.091 -0.294
O -0.111 7.342 -0.506 0.132
C -0.595 8.334 -1.301 -0.544
O 0.060 9.209 -1.764 0.166
O -1.917 8.179 -1.497 0.068
F -0.928 5.372 0.241 0.076
H -2.316 6.159 -1.704 0.109
H -3.308 6.985 -0.495 0.140
H -1.407 7.121 1.074 0.176
C -3.482 -7.687 5.127 -0.032
C -4.062 -6.411 4.554 -0.317
O -3.374 -5.413 5.303 0.130
C -2.176 -5.928 5.684 -0.571
O -1.257 -5.287 6.077 0.165
O -2.161 -7.268 5.508 0.067
F -5.386 -6.302 4.769 0.098
H -4.032 -8.009 6.011 0.149
H -3.434 -8.503 4.412 0.142
H -3.864 -6.255 3.491 0.145
C 3.638 -7.711 8.325 -0.040
C 3.713 -7.254 6.885 -0.321
O 4.786 -8.024 6.375 0.106
C 4.837 -9.188 7.100 -0.545
O 5.442 -10.149 6.778 0.196
O 4.091 -9.066 8.221 0.080
F 4.019 -5.940 6.771 0.068
H 4.319 -7.138 8.954 0.149
H 2.637 -7.671 8.743 0.144
H 2.811 -7.456 6.302 0.171
C 3.124 8.656 -3.162 -0.037
C 3.062 8.889 -4.656 -0.310
O 4.061 8.009 -5.142 0.138
C 4.178 6.979 -4.264 -0.558
O 4.740 5.962 -4.483 0.176
O 3.546 7.283 -3.099 0.053
F 3.382 10.157 -4.992 0.085
H 3.878 9.291 -2.696 0.148
H 2.174 8.792 -2.657 0.109
H 2.106 8.633 -5.117 0.175
C 5.165 -1.581 -0.140 -0.076
C 6.197 -1.340 0.939 -0.306
O 7.319 -2.028 0.436 0.135
C 7.229 -2.044 -0.931 -0.531
O 8.103 -2.326 -1.666 0.215
O 5.965 -1.694 -1.310 0.078
F 5.819 -1.895 2.122 0.063
H 4.639 -2.523 0.033 0.116
H 4.442 -0.778 -0.243 0.130
H 6.454 -0.293 1.102 0.179
C 4.024 -0.912 7.841 -0.046
C 4.042 -1.829 6.636 -0.322
O 4.030 -3.109 7.231 0.110
C 3.407 -2.999 8.443 -0.546
O 3.012 -3.913 9.081 0.187
O 3.302 -1.696 8.795 0.080
F 5.168 -1.689 5.894 0.072
H 5.034 -0.725 8.206 0.148
H 3.519 0.033 7.663 0.140
H 3.177 -1.730 5.978 0.167
C -3.661 3.558 -5.781 -0.025
C -3.554 2.486 -6.844 -0.295
O -3.376 1.310 -6.060 0.112
C -3.985 1.527 -4.863 -0.550
O -4.232 0.670 -4.074 0.162
O -4.254 2.827 -4.696 0.079
F -2.471 2.649 -7.638 0.082
H -2.690 3.927 -5.490 0.115
H -4.290 4.396 -6.066 0.153
H -4.438 2.368 -7.472 0.176
C 0.880 3.037 -3.017 -0.038
C 1.412 4.386 -3.450 -0.307
O 0.261 4.975 -4.051 0.145
C -0.836 4.428 -3.471 -0.544
O -1.943 4.853 -3.569 0.157
O -0.502 3.324 -2.767 0.074
F 2.391 4.267 -4.361 0.100
H 0.959 2.308 -3.824 0.146
H 1.358 2.649 -2.123 0.138
H 1.757 5.025 -2.635 0.173
C -2.772 -1.716 -7.397 -0.057
C -1.412 -1.450 -8.004 -0.315
O -1.010 -2.740 -8.416 0.130
C -2.137 -3.469 -8.673 -0.546
O -2.160 -4.495 -9.256 0.193
O -3.223 -2.838 -8.159 0.074
F -0.527 -0.976 -7.091 0.068
H -2.686 -1.999 -6.346 0.145
H -3.458 -0.881 -7.488 0.125
H -1.420 -0.782 -8.866 0.175
C -3.137 11.225 -3.046 -0.045
C -4.218 10.435 -2.345 -0.319
O -5.324 10.590 -3.212 0.133
C -4.836 10.788 -4.472 -0.547
O -5.473 10.706 -5.464 0.187
O -3.512 11.075 -4.418 0.075
F -4.525 10.948 -1.127 0.075
H -3.177 12.278 -2.766 0.147
H -2.136 10.838 -2.873 0.127
H -3.996 9.374 -2.236 0.155
```

=====

Entry 2:
Computed, not measured: a molecular structure, AsF6H22O11 in a non-equilibrium geometry, with ωB97M-V with the def2-TZVPD basis set.

Summary:
Total charge: -1
Energy above the lowest of the compared OMol25 structures with the same formula, charge and spin: 48.6 kcal/mol

```
40
Properties=species:S:1:pos:R:3:nbo_charge:R:1
As 0.024 0.299 0.000 2.808
F -1.422 -0.743 -0.439 -0.633
F -0.026 1.076 -1.524 -0.625
F 1.292 1.352 0.607 -0.612
F -0.046 -0.684 1.570 -0.616
F 1.215 -0.898 -0.615 -0.629
F -1.126 1.575 0.605 -0.650
O 3.120 1.424 -1.971 -0.931
H 2.474 1.089 -1.350 0.477
H 3.133 0.777 -2.677 0.453
O -1.410 4.243 -0.130 -0.940
H -1.887 4.509 -0.916 0.455
H -1.416 3.286 -0.158 0.480
O 2.209 -2.664 1.630 -0.945
H 1.608 -2.202 1.046 0.493
H 2.918 -2.040 1.787 0.472
O 2.278 -4.174 -0.980 -0.938
H 1.530 -4.748 -0.811 0.468
H 1.908 -3.434 -1.461 0.470
O 1.706 1.091 3.610 -0.949
H 1.666 0.938 2.666 0.480
H 1.231 0.354 3.993 0.468
O -3.104 -0.263 -2.642 -0.952
H -2.157 -0.176 -2.532 0.481
H -3.376 -0.840 -1.928 0.470
O -3.351 0.080 1.549 -0.940
H -3.257 0.474 0.682 0.477
H -3.893 -0.695 1.403 0.466
O -0.090 3.012 -3.034 -0.952
H -0.088 2.211 -2.510 0.477
H -1.001 3.116 -3.309 0.450
O -2.193 2.193 2.975 -0.965
H -1.638 2.158 2.196 0.480
H -3.009 1.769 2.707 0.474
O 1.241 -1.699 -3.386 -0.935
H 1.190 -0.903 -3.914 0.471
H 2.172 -1.793 -3.183 0.464
O 0.241 -3.256 3.349 -0.963
H 0.465 -3.067 4.260 0.450
H 0.870 -2.747 2.837 0.489
```

=====

| no. | highest occupied orbital energy (Eh) | E (hartree) | orbital gap (eV) |
| --- | --- | --- | --- |
| 1 | -0.4547 | -5944.3514 | 8.30 |
| 2 | -0.2790 | -3676.0095 | 9.73 |